A structure of composition C42H107F6N10O15PdS2 at a distorted geometry, computed with ωB97M-V with the def2-TZVPD basis set.

The geometry in XYZ format:
```
183
Properties=species:S:1:pos:R:3:forces:R:3
Pd 12.7319 0.0039 13.8553 -0.5426 -0.7110 -0.2892
C 12.8567 3.5826 11.2618 -0.3816 -1.8062 0.4298
F 13.0986 4.3958 12.2372 0.8689 1.0573 -0.0646
F 12.4501 4.1679 10.1689 -0.1711 0.4458 0.0215
F 13.9872 2.8883 10.9221 -1.2779 0.3603 0.8360
S 11.3717 2.4946 11.9939 1.0992 -3.8677 -3.7566
O 10.1358 3.1990 11.7517 1.3432 0.1556 1.1272
O 11.4617 1.2222 11.2751 0.3457 1.3174 0.6264
N 11.9645 1.9692 13.6088 0.2738 1.6682 -3.1936
S 11.1130 3.0029 14.4049 -2.1660 2.5850 4.5756
O 11.3111 4.4016 14.0058 -0.1190 -2.2459 0.7463
O 9.7523 2.5035 14.5042 1.0680 0.5376 0.5765
C 12.0035 2.8019 16.1794 -0.6168 0.2237 -0.3390
F 13.3036 3.0525 16.0444 0.0060 1.0461 -0.0481
F 11.4354 3.4994 17.1929 0.7511 -0.2648 -1.5175
F 11.9912 1.5273 16.5317 -0.8585 -1.0806 0.1255
C 7.6213 4.7231 16.5063 -0.7620 1.0027 -0.9412
O 8.2003 3.8856 17.4209 0.2221 -1.0996 1.0607
C 8.5421 4.5261 18.6349 -0.5012 -0.2394 0.2787
C 8.3414 3.5880 19.8687 1.7230 1.2976 -1.3494
N 7.0171 3.3464 20.3097 -1.6112 -0.3234 -1.2107
C 6.9665 2.6846 21.5676 -0.0386 -0.3282 1.5350
C 5.5961 2.4524 22.1999 0.0985 0.1467 -1.9073
O 5.0195 1.3378 21.4608 -0.6605 0.1227 1.8542
C 3.7984 0.8346 22.0893 1.2436 -0.3621 -0.8088
H 7.2639 4.1051 15.6827 0.1736 0.2745 -0.1716
H 8.2578 5.5473 16.1840 0.7790 -0.2624 -0.5382
H 6.7954 5.3203 16.8928 -0.6515 -0.4399 0.4641
H 7.9669 5.4506 18.6852 -0.3110 0.0107 0.5234
H 9.5809 4.8476 18.5588 0.3465 -0.1639 0.2762
H 8.9333 4.0813 20.6398 -0.0174 -0.1791 0.3564
H 8.8327 2.6571 19.5855 0.4917 -0.2837 0.1276
H 6.7041 2.5906 19.7175 -0.7559 0.4517 -0.8701
H 7.6060 3.2814 22.2180 0.0414 -0.4614 0.5347
H 7.2490 1.6360 21.4748 1.1784 -0.1840 0.1920
H 4.9770 3.3215 21.9774 -0.2531 0.1816 0.6673
H 5.7793 2.2427 23.2537 -0.5153 -0.1139 0.0923
H 3.9334 0.3375 23.0498 0.6008 0.5033 0.4433
H 3.5351 -0.0249 21.4728 -0.6066 0.4580 -0.4037
H 3.0515 1.6215 22.1946 -0.1490 -0.1482 -0.2949
C 3.5198 -3.9642 19.7402 0.4886 0.7412 0.4065
O 4.3503 -2.8908 19.2878 -0.8281 0.6819 -0.2832
C 3.5692 -1.8163 18.7009 0.2724 -0.9035 0.0602
C 4.4086 -0.6141 18.4094 0.6578 0.9481 -0.3122
N 5.1432 -0.6996 17.1717 1.1158 -0.5267 -1.5437
C 5.8044 0.4782 16.6295 0.9942 -0.3676 -0.4066
C 7.0843 0.1134 15.7788 -1.0681 0.4029 1.2387
O 8.0936 -0.6362 16.4549 0.1724 -0.6436 0.0253
C 8.7452 -0.0151 17.5491 -0.9160 0.9117 0.3111
H 2.6372 -4.1045 19.1161 0.2136 -0.3095 -0.3735
H 3.1406 -3.7374 20.7366 -0.0679 0.0863 0.2357
H 4.1667 -4.8363 19.8351 -0.2815 -0.1024 -0.3035
H 2.7400 -1.4829 19.3249 -0.0471 -0.3220 0.5254
H 3.1405 -2.2018 17.7759 -0.1227 0.0810 -0.2019
H 5.0873 -0.3861 19.2313 -0.0731 -0.0389 0.5307
H 3.7680 0.2597 18.2909 -0.3005 -0.0180 0.2005
H 5.9203 -1.3432 17.2161 -0.3225 -0.7279 0.4952
H 6.1362 1.1719 17.4020 -0.1055 0.3673 0.2219
H 5.2089 1.0105 15.8877 -0.4156 0.2253 0.2208
H 7.4690 1.0801 15.4539 0.2950 0.0306 -0.2719
H 6.7642 -0.4940 14.9322 0.1693 -0.0290 -0.0546
H 8.0871 0.1193 18.4076 -0.4301 -0.2919 0.1412
H 9.0077 1.0145 17.3061 0.5619 0.0632 -0.2823
H 9.5808 -0.5979 17.9366 0.0908 -0.1187 -0.6171
C 17.0949 3.2030 19.0936 -0.0811 -0.7990 2.0862
C 15.9891 3.5717 18.1675 0.0912 1.4190 -0.4396
C 14.9016 4.5721 18.5922 0.5796 -0.0592 0.9561
O 14.3611 4.1230 19.7926 -1.4459 1.1754 1.4286
C 13.4030 5.0949 20.3213 -0.5767 -1.6521 -0.6892
N 16.6451 4.1423 17.0125 -0.7151 -0.3148 -1.7684
H 17.7273 2.4085 18.6975 -0.1749 0.0105 -0.3042
H 16.6779 2.8314 20.0296 -0.0202 -0.1815 0.1220
H 17.7804 3.9853 19.4193 -0.2321 0.4983 -0.4387
H 15.4126 2.6950 17.8724 0.2690 -0.4155 -0.1585
H 14.1229 4.7076 17.8416 -0.1215 -0.4690 -0.4914
H 15.2722 5.5887 18.7237 0.6861 0.2145 0.0887
H 12.5489 5.1564 19.6470 0.1095 0.3318 -0.7120
H 13.7818 6.1028 20.4911 0.4025 -0.2309 0.1704
H 12.8828 4.6461 21.1675 0.8141 0.1345 0.5318
H 17.1363 5.0005 17.2181 0.2296 0.0077 0.5049
H 15.8534 4.4508 16.4665 0.0426 0.2407 -1.0029
C 16.7606 1.4717 14.5630 -0.4402 1.5865 -0.7052
C 15.3657 1.1955 13.9127 2.0621 -0.4468 -2.0862
C 15.4296 0.5388 12.4121 0.7107 0.7994 1.9864
O 14.1709 0.2056 11.9549 -2.1355 -0.8099 1.4407
C 14.1311 -0.2254 10.6114 -0.6687 0.7314 -0.9580
N 14.7744 0.2695 14.8485 -2.0987 -0.5993 -0.1582
H 17.3736 0.5724 14.6227 -0.0972 0.0616 0.0517
H 16.6042 1.9603 15.5247 -0.3292 -0.7001 0.6557
H 17.3453 2.3189 14.2045 0.1203 -0.3302 -1.1207
H 14.6593 2.0254 13.8933 0.5205 0.4828 -0.1358
H 15.9684 -0.4052 12.4937 0.8088 0.1318 -0.0851
H 15.8090 1.2137 11.6448 0.8822 0.2024 0.5086
H 14.1188 0.6975 10.0315 0.1966 -0.1731 -0.4453
H 13.1822 -0.7189 10.4010 0.1075 -0.0538 0.3224
H 14.9648 -0.8537 10.2979 0.1293 -0.0765 0.4153
H 15.2671 -0.6050 14.9607 0.4000 -0.1611 -0.2239
H 14.8695 0.7605 15.7260 -0.5380 -0.1722 0.5485
C 8.2442 3.7610 7.4608 0.1626 2.3194 -0.3806
C 9.2147 2.6789 7.8732 -0.8216 0.8314 0.7256
C 10.6081 3.2161 8.1371 -0.8110 -0.5234 -1.3997
O 11.1199 3.6655 6.8436 1.2021 -0.7739 1.8058
C 12.3707 2.9885 6.6013 -0.5452 0.6962 -0.5224
N 8.7212 2.0508 9.0754 -0.3883 -1.7340 0.0544
H 8.2654 4.5970 8.1599 0.1830 -0.0944 0.7733
H 7.1735 3.5673 7.3957 0.1412 -0.8573 -0.1905
H 8.5390 4.3315 6.5801 0.0492 -0.5493 -0.5971
H 9.1916 1.9080 7.1030 0.5733 -0.0713 -0.0833
H 11.1621 2.3930 8.5883 0.4533 -0.1968 -0.4123
H 10.5838 3.9657 8.9280 -0.1444 0.6153 -0.4933
H 12.2082 1.9185 6.4712 -0.0209 -0.1295 0.0019
H 13.1039 3.1476 7.3919 -0.0547 0.0863 0.2482
H 12.7892 3.4056 5.6853 -0.0938 -0.0740 -0.0362
H 7.7815 1.7825 8.8202 -0.2264 -0.2331 0.7670
H 8.7261 2.5125 9.9736 0.0949 0.5910 -0.3856
C 4.9031 -1.0179 11.7142 -0.8843 0.1241 1.2657
C 3.9895 0.0839 12.3970 1.7952 -0.1325 1.0813
C 4.3578 1.3833 11.7641 1.7506 0.6729 -1.3721
O 5.8544 1.5048 11.8523 -2.3079 -0.3193 0.3094
C 6.2824 2.8173 11.6901 0.6097 0.7165 0.5313
N 2.6059 -0.3069 12.4029 -0.7484 0.1017 -2.0191
H 4.4058 -1.9758 11.8662 0.0184 -0.0833 -0.1407
H 5.8864 -1.0890 12.1792 -0.0761 0.2202 0.0391
H 5.0653 -0.8437 10.6505 -0.2500 0.1550 0.0072
H 4.1872 0.2531 13.4555 0.8179 -0.5631 0.2171
H 3.8525 2.2864 12.1064 0.1709 0.0074 0.7349
H 4.1157 1.3534 10.7018 0.0008 -0.0946 -0.4214
H 7.3478 2.8623 11.9157 0.2587 -0.2941 -0.5297
H 5.9098 3.5024 12.4516 -0.7083 0.0606 0.1348
H 6.0589 3.2370 10.7093 0.0701 -0.0212 -0.2087
H 2.4371 -0.3759 11.4095 -0.4253 -1.2216 -0.7713
H 1.9826 0.4834 12.4869 -0.0022 0.6662 1.2300
C 11.2066 9.4237 10.8732 -0.4698 0.0332 0.0228
C 11.4438 7.9400 10.9484 0.5433 1.3539 0.4683
C 10.4657 7.1610 10.1306 -0.5212 -1.4011 0.0682
O 9.0711 7.2678 10.3533 -0.7631 0.5098 1.0966
C 8.5299 6.9993 11.6726 0.3819 -0.2791 -0.0466
N 12.7999 7.7006 10.4991 0.5124 -0.6977 -0.2589
H 11.7980 9.9148 11.6460 -0.3633 0.2474 0.0348
H 10.1259 9.5323 10.9652 0.0525 0.6876 0.3387
H 11.4981 9.8447 9.9110 0.0054 -0.0934 -0.1632
H 11.4392 7.7012 12.0119 -0.4215 -0.4858 0.0863
H 10.7507 6.1157 10.2501 0.0156 -0.5099 0.0229
H 10.6356 7.3776 9.0760 -0.2287 0.2673 -0.0987
H 8.6518 5.9741 12.0223 0.4799 -0.4041 -0.4274
H 7.4496 7.1394 11.7096 0.0549 0.3360 -0.7604
H 8.9188 7.6041 12.4918 0.4200 0.4458 -0.2902
H 12.9748 8.2088 9.6440 0.0098 0.3301 -0.1416
H 12.8660 6.7362 10.2066 0.3072 -0.4199 0.1045
C 9.0360 -2.4926 13.6138 -0.5101 0.3396 0.9295
C 9.9866 -1.3920 14.1067 1.5425 -2.6391 1.7625
C 10.9653 -2.0212 15.1601 -2.0548 -0.4782 -0.2638
O 11.8450 -1.0598 15.7063 1.3627 -0.2503 0.3360
C 12.7703 -1.6709 16.7142 -1.5164 -0.0654 -0.8314
N 10.8139 -0.9621 12.9904 -0.4936 0.3553 0.2413
H 9.4486 -3.4559 13.3140 0.6129 0.1602 -0.0031
H 8.4482 -2.1229 12.7736 -0.2382 0.0448 0.1072
H 8.3965 -2.6967 14.4726 -0.4761 -0.1120 -0.2590
H 9.3881 -0.6441 14.6267 0.3850 0.4678 -0.4026
H 11.5186 -2.8915 14.8072 0.3273 0.0745 -0.7463
H 10.2837 -2.4897 15.8701 0.1484 0.4305 0.8863
H 13.0534 -2.6803 16.4157 0.1009 0.0247 -0.4371
H 12.1262 -1.8145 17.5818 0.5453 0.4376 0.3980
H 13.6690 -1.0639 16.8235 -0.5504 0.1774 0.2582
H 10.0328 -0.6771 12.4170 0.7144 1.4308 -1.3000
H 11.0359 -1.8516 12.5667 0.6789 -0.2159 -0.4114
C 15.9965 5.3438 12.9749 -0.0526 0.0236 0.4920
C 15.5266 6.1284 14.2367 -0.7486 0.6277 -1.1052
C 15.3444 7.6262 13.8363 2.1427 0.3643 -0.9967
O 14.8773 8.4200 14.8527 -1.5785 -0.2823 2.4317
C 14.5356 9.7279 14.4593 0.2149 -0.1806 0.0850
N 14.2132 5.6078 14.6964 0.9431 0.3117 -0.5336
H 16.3501 4.3301 13.1634 0.1883 0.0192 0.5606
H 16.7978 5.8630 12.4492 -0.0510 0.0916 0.0217
H 15.1740 5.1634 12.2827 -0.0014 0.5894 0.0063
H 16.2295 6.0605 15.0670 0.2061 0.0801 -0.1863
H 14.8449 7.8770 12.9006 -1.0433 -0.9758 -0.2537
H 16.3065 8.0645 13.5712 0.9875 -0.3660 -0.0410
H 14.0624 10.3353 15.2308 0.1265 -0.6110 0.5658
H 13.7781 9.6539 13.6789 0.4232 0.3803 -0.6585
H 15.4910 10.2080 14.2478 -0.2563 0.5109 -0.8687
H 13.6870 5.7771 13.8511 -0.8398 -0.4492 -0.0573
H 13.8774 6.3580 15.2833 -0.3255 0.0619 0.6308
```
Positions in Å, forces in eV/Å.

Results
E_LUMO (spin up / spin down): -0.09545 / -0.20156 Ha
multiplicity: 3
HOMO energy (spin up / spin down): -0.372 / -0.372 Eh
expectation value of S²: 2.0041
charge: +1
calculated total energy: -4863.33290 a.u.
frontier orbital gap (spin up / spin down): 7.51 / 4.63 eV

Mulliken population analysis, charges in e, atoms 1 to 99:
1. Pd 0.342
2. C 0.576
3. F 0.144
4. F -0.145
5. F -0.192
6. S -1.118
7. O 0.329
8. O -0.575
9. N 1.136
10. S -0.572
11. O -0.437
12. O 0.102
13. C -0.003
14. F 0.059
15. F -0.073
16. F -0.147
17. C -0.875
18. O -0.028
19. C -0.726
20. C -0.659
21. N -0.319
22. C -0.550
23. C -0.747
24. O -0.168
25. C -0.626
26. H 0.074
27. H 0.347
28. H 0.470
29. H 0.518
30. H 0.213
31. H 0.523
32. H 0.181
33. H 0.212
34. H 0.471
35. H 0.266
36. H 0.352
37. H 0.419
38. H 0.327
39. H 0.032
40. H 0.318
41. C -0.750
42. O -0.320
43. C -0.823
44. C -0.521
45. N -0.178
46. C -0.701
47. C 0.016
48. O -0.289
49. C -0.673
50. H 0.331
51. H 0.276
52. H 0.230
53. H 0.445
54. H 0.429
55. H 0.301
56. H 0.510
57. H 0.241
58. H -0.189
59. H 0.508
60. H 0.144
61. H 0.207
62. H 0.235
63. H 0.149
64. H 0.360
65. C -1.724
66. C 1.313
67. C -0.683
68. O -0.405
69. C -0.680
70. N -0.560
71. H 0.399
72. H 0.377
73. H 0.365
74. H -0.297
75. H 0.213
76. H 0.526
77. H 0.137
78. H 0.335
79. H 0.328
80. H 0.381
81. H -0.001
82. C -1.431
83. C 1.356
84. C -0.933
85. O 0.061
86. C -1.028
87. N -0.404
88. H 0.442
89. H 0.388
90. H 0.326
91. H -0.678
92. H 0.513
93. H 0.393
94. H 0.253
95. H 0.247
96. H 0.379
97. H 0.306
98. H 0.081
99. C -1.360